This record from OMol25 describes C29H84BN7O9V as an isolated structure. The level of theory is the ωB97M-V functional and the def2-TZVPD basis.

Charge: +1
Highest occupied orbital energy (spin up / spin down) (Eh): -0.39231 / -0.39231
2S+1: 3
HOMO-LUMO gap (spin up / spin down) (hartree): 0.22051 / 0.08987

Element x y z (Å)
O1 -10.509 5.923 6.018
V1 -10.627 4.433 6.545
B1 -10.921 3.425 4.517
H1 -10.365 2.735 5.133
H2 -10.244 4.231 4.279
H3 -11.288 2.953 3.620
H4 -11.738 3.768 5.133
C1 -7.593 2.788 7.257
O2 -8.608 3.751 7.101
H5 -6.704 2.913 6.639
H6 -7.226 2.753 8.282
H7 -7.836 1.729 7.168
C2 -6.196 6.263 8.546
C3 -7.022 7.084 7.614
C4 -6.591 6.987 6.153
O3 -5.328 7.691 5.954
C5 -5.070 7.868 4.542
N1 -8.331 6.514 7.731
H8 -6.372 5.188 8.593
H9 -6.402 6.648 9.545
H10 -5.135 6.257 8.296
H11 -7.007 8.097 8.016
H12 -7.389 7.466 5.586
H13 -6.521 5.964 5.783
H14 -5.234 8.897 4.222
H15 -5.571 7.168 3.872
H16 -4.013 7.668 4.367
H17 -8.130 5.558 7.474
H18 -8.546 6.402 8.712
C6 -6.328 4.352 2.580
C7 -7.864 4.052 2.615
C8 -8.435 3.542 1.315
O4 -8.325 4.429 0.261
C9 -8.820 3.988 -0.950
N2 -8.077 3.110 3.735
H19 -6.163 5.133 1.838
H20 -5.787 3.520 2.127
H21 -5.808 4.583 3.510
H22 -8.382 4.959 2.928
H23 -9.473 3.264 1.499
H24 -7.855 2.624 1.216
H25 -8.389 4.577 -1.759
H26 -9.881 4.205 -1.076
H27 -8.617 2.944 -1.191
H28 -7.503 3.304 4.543
H29 -9.023 3.153 4.085
C10 -3.355 4.245 6.686
C11 -2.387 5.075 5.902
C12 -2.620 4.990 4.320
O5 -2.629 3.621 3.766
C13 -2.661 3.629 2.331
N3 -2.586 6.448 6.295
H30 -3.594 4.631 7.677
H31 -3.060 3.207 6.835
H32 -4.261 4.143 6.088
H33 -1.360 4.762 6.090
H34 -1.789 5.491 3.825
H35 -3.545 5.453 3.976
H36 -3.052 2.645 2.073
H37 -1.697 3.782 1.846
H38 -3.396 4.354 1.982
H39 -2.068 7.083 5.704
H40 -3.571 6.664 6.347
C14 -6.591 7.363 14.019
C15 -5.581 7.159 12.955
C16 -5.759 5.720 12.366
O6 -4.710 5.236 11.667
C17 -4.870 4.060 10.843
N4 -5.684 8.197 11.941
H41 -7.570 7.219 13.563
H42 -6.583 8.394 14.372
H43 -6.438 6.673 14.849
H44 -4.650 7.210 13.520
H45 -6.671 5.589 11.784
H46 -5.754 4.972 13.160
H47 -5.900 3.912 10.518
H48 -4.506 3.154 11.326
H49 -4.260 4.142 9.943
H50 -4.936 8.151 11.264
H51 -6.547 7.961 11.471
C18 -9.085 -1.814 6.297
C19 -10.093 -1.367 7.425
C20 -9.497 -1.594 8.846
O7 -9.400 -2.979 9.106
C21 -9.794 -3.322 10.415
N5 -10.399 0.051 7.264
H52 -8.966 -2.897 6.336
H53 -8.160 -1.256 6.444
H54 -9.463 -1.610 5.295
H55 -11.054 -1.850 7.251
H56 -10.218 -1.156 9.535
H57 -8.575 -1.044 9.036
H58 -10.820 -3.033 10.643
H59 -9.255 -2.812 11.213
H60 -9.782 -4.412 10.433
H61 -10.984 0.139 6.445
H62 -9.550 0.550 7.041
C22 -4.183 -3.856 8.862
C23 -5.494 -3.086 9.114
C24 -5.433 -1.576 8.653
O8 -4.735 -0.747 9.628
C25 -4.725 0.643 9.297
N6 -6.486 -3.730 8.315
H63 -3.310 -3.349 9.274
H64 -3.885 -3.982 7.821
H65 -4.127 -4.900 9.170
H66 -5.883 -3.166 10.129
H67 -6.429 -1.210 8.405
H68 -4.860 -1.447 7.735
H69 -5.709 1.021 9.022
H70 -4.120 0.719 8.393
H71 -4.182 1.281 9.994
H72 -6.306 -4.722 8.377
H73 -7.354 -3.525 8.789
C26 -12.754 0.575 12.497
C27 -11.371 1.127 12.931
C28 -10.307 0.690 11.941
O9 -8.989 1.214 12.304
C29 -8.121 1.330 11.197
N7 -11.440 2.572 12.970
H74 -12.731 -0.515 12.490
H75 -13.118 0.812 11.498
H76 -13.594 0.887 13.117
H77 -11.266 0.618 13.889
H78 -10.572 1.152 10.990
H79 -10.303 -0.391 11.805
H80 -8.596 1.760 10.315
H81 -7.715 0.384 10.838
H82 -7.272 1.982 11.404
H83 -11.370 2.970 12.044
H84 -10.540 2.770 13.384

=====

This record from OMol25 describes a 11-piece molecular cluster, C29H84N6O11 overall. The level of theory is the ωB97M-V functional and the def2-TZVPD basis.

Charge: 0
Energy above the lowest of the compared OMol25 structures with the same formula, charge and spin (kJ/mol): 0.0
Highest occupied orbital energy (Eh): -0.32250
SMILES string: COC[C@H](C)N.COC[C@H](C)N.COC[C@H](C)N.COC[C@H](C)N.NC(N)=O.CCO.CCO.CCO.CCO.CCO.CCO
2S+1: 1
HOMO-LUMO gap (hartree): 0.33236

Element x y z (Å)
C1 18.120 -0.753 -9.757
C2 18.544 -0.929 -8.321
O1 19.925 -0.600 -8.141
H1 18.712 -1.313 -10.478
H2 18.013 0.310 -9.993
H3 17.088 -1.083 -9.933
H4 18.421 -1.958 -7.972
H5 17.947 -0.315 -7.644
H6 19.951 0.281 -7.749
C3 20.200 3.960 -7.839
C4 19.487 2.666 -7.511
O2 20.223 1.905 -6.554
H7 19.735 4.461 -8.691
H8 21.270 3.801 -7.990
H9 20.188 4.645 -6.984
H10 19.270 2.111 -8.431
H11 18.470 2.825 -7.130
H12 20.133 2.404 -5.701
C5 22.708 6.428 -5.704
C6 24.155 6.268 -5.259
O3 24.446 4.868 -5.358
H13 22.522 6.191 -6.754
H14 22.412 7.476 -5.624
H15 22.069 5.795 -5.086
H16 24.170 6.650 -4.237
H17 24.818 6.728 -5.992
H18 25.254 4.646 -4.886
C7 24.566 1.375 -8.002
C8 23.083 1.281 -7.693
O4 22.792 0.069 -7.027
H19 24.904 2.364 -8.318
H20 24.856 0.597 -8.705
H21 25.104 1.339 -7.048
H22 22.451 1.364 -8.585
H23 22.826 2.156 -7.081
H24 21.881 0.163 -6.717
C9 17.694 3.960 -10.953
C10 16.287 4.046 -11.409
O5 15.513 5.164 -10.934
H25 17.734 3.799 -9.872
H26 18.249 4.905 -11.044
H27 18.377 3.268 -11.442
H28 15.793 3.126 -11.072
H29 16.150 4.148 -12.491
H30 14.892 5.414 -11.614
C11 20.984 1.088 -11.344
C12 21.318 2.566 -11.409
O6 22.630 2.799 -10.942
H31 20.948 0.729 -10.314
H32 21.737 0.489 -11.863
H33 20.023 0.841 -11.805
H34 20.687 3.158 -10.738
H35 21.102 3.005 -12.393
H36 23.278 2.442 -11.558
C13 21.372 2.719 -3.385
O7 20.441 2.952 -4.175
N1 21.201 2.019 -2.239
N2 22.603 3.200 -3.662
H37 20.301 1.575 -2.080
H38 21.979 1.763 -1.663
H39 22.697 3.510 -4.616
H40 23.387 3.054 -3.059
C14 17.110 5.553 -5.527
C15 17.665 5.771 -4.113
C16 16.698 6.470 -3.176
O8 17.234 7.118 -2.061
C17 18.099 8.204 -2.338
N3 18.172 4.534 -3.551
H41 16.106 5.133 -5.587
H42 17.795 4.846 -6.003
H43 17.219 6.450 -6.139
H44 18.535 6.430 -4.295
H45 16.023 5.684 -2.821
H46 16.008 7.111 -3.744
H47 17.578 8.768 -3.124
H48 19.128 7.959 -2.604
H49 18.109 8.860 -1.469
H50 18.486 4.719 -2.601
H51 18.998 4.180 -4.039
C18 19.047 -0.268 -4.275
C19 19.369 -1.290 -3.220
C20 18.625 -1.022 -1.914
O9 18.881 0.283 -1.429
C21 18.757 0.408 -0.022
N4 18.989 -2.622 -3.749
H52 19.740 -0.378 -5.113
H53 19.273 0.743 -3.931
H54 18.015 -0.266 -4.625
H55 20.443 -1.314 -2.998
H56 18.928 -1.765 -1.165
H57 17.548 -1.170 -2.068
H58 17.708 0.637 0.171
H59 19.425 1.209 0.308
H60 19.143 -0.434 0.560
H61 19.432 -2.714 -4.658
H62 19.443 -3.326 -3.171
C22 24.964 5.103 -9.439
C23 24.348 6.446 -9.789
C24 22.848 6.287 -10.054
O10 22.249 7.538 -10.304
C25 20.837 7.353 -10.465
N5 24.546 7.397 -8.655
H63 25.962 4.889 -9.817
H64 24.353 4.377 -9.997
H65 24.859 4.773 -8.404
H66 24.870 6.875 -10.647
H67 22.376 5.789 -9.193
H68 22.687 5.549 -10.853
H69 20.436 6.842 -9.583
H70 20.670 6.692 -11.318
H71 20.416 8.349 -10.556
H72 24.364 6.774 -7.877
H73 23.804 8.090 -8.681
C26 14.883 -0.467 -5.887
C27 15.759 0.599 -5.247
C28 15.472 2.003 -5.825
O11 15.926 2.014 -7.164
C29 15.789 3.307 -7.732
N6 15.504 0.586 -3.808
H74 14.814 -0.344 -6.970
H75 13.873 -0.332 -5.488
H76 15.130 -1.515 -5.717
H77 16.821 0.423 -5.419
H78 16.060 2.720 -5.232
H79 14.419 2.300 -5.731
H80 16.460 4.036 -7.273
H81 14.756 3.657 -7.639
H82 15.962 3.223 -8.800
H83 15.823 1.451 -3.376
H84 14.504 0.589 -3.625

=====

This record from OMol25 describes a 11-piece molecular cluster, C29H86N16O11 overall. The level of theory is the ωB97M-V functional and the def2-TZVPD basis.

Charge: 0
Energy above the lowest of the compared OMol25 structures with the same formula, charge and spin (kJ/mol): 366.8
Highest occupied orbital energy (Eh): -0.31594
SMILES string: COC[C@H](C)N.COC[C@H](C)N.COC[C@H](C)N.COC[C@H](C)N.COC[C@H](C)N.COC[C@H](C)N.NC(N)=O.NC(N)=O.NC(N)=O.NC(N)=O.NC(N)=O
2S+1: 1
HOMO-LUMO gap (hartree): 0.32027

Element x y z (Å)
C1 3.231 0.451 1.181
C2 2.748 1.726 1.808
C3 3.810 2.852 2.193
O1 3.239 3.933 2.862
C4 4.223 4.794 3.395
N1 1.624 2.252 1.064
H1 3.391 0.568 0.109
H2 2.426 -0.278 1.269
H3 4.176 0.039 1.536
H4 2.255 1.326 2.694
H5 4.319 3.182 1.288
H6 4.662 2.496 2.772
H7 4.872 4.339 4.143
H8 3.716 5.702 3.722
H9 4.854 5.117 2.568
H10 1.456 3.101 1.584
H11 2.065 2.631 0.238
C5 -6.133 -1.712 -2.300
C6 -4.773 -1.407 -3.062
C7 -4.314 -2.632 -3.831
O2 -4.000 -3.706 -2.843
C8 -3.490 -4.909 -3.366
N2 -5.058 -0.323 -4.035
H12 -7.019 -1.450 -2.878
H13 -6.156 -0.894 -1.580
H14 -6.229 -2.691 -1.831
H15 -3.973 -1.037 -2.421
H16 -3.388 -2.420 -4.364
H17 -5.152 -3.066 -4.378
H18 -3.254 -5.615 -2.571
H19 -2.597 -4.694 -3.953
H20 -4.108 -5.446 -4.086
H21 -5.193 0.578 -3.599
H22 -5.862 -0.561 -4.597
C9 6.097 -1.234 4.013
C10 5.706 -2.653 3.534
C11 4.330 -2.800 2.972
O3 3.364 -2.230 3.830
C12 2.031 -2.453 3.359
N3 6.754 -3.029 2.646
H23 5.528 -1.088 4.932
H24 5.695 -0.484 3.331
H25 7.149 -1.232 4.298
H26 5.796 -3.338 4.377
H27 4.100 -3.861 2.873
H28 4.294 -2.371 1.971
H29 1.919 -3.536 3.299
H30 1.815 -2.083 2.357
H31 1.219 -2.034 3.955
H32 6.431 -3.812 2.097
H33 7.533 -3.366 3.193
C13 -3.362 4.307 1.457
C14 -1.854 4.131 0.937
C15 -0.919 5.051 1.581
O4 0.357 4.889 0.967
C16 1.337 5.790 1.435
N4 -1.524 2.717 1.309
H34 -3.956 3.422 1.228
H35 -3.813 5.202 1.030
H36 -3.351 4.291 2.547
H37 -1.698 4.196 -0.140
H38 -0.938 5.006 2.670
H39 -1.247 6.025 1.217
H40 2.242 5.835 0.829
H41 1.572 5.717 2.497
H42 0.969 6.807 1.294
H43 -2.022 2.054 0.734
H44 -0.577 2.524 1.018
C17 3.067 -2.333 -1.229
C18 2.661 -3.829 -1.150
C19 1.198 -4.006 -0.775
O5 0.811 -5.330 -1.153
C20 -0.479 -5.593 -0.738
N5 2.942 -4.241 -2.512
H45 3.213 -2.005 -0.200
H46 2.346 -1.611 -1.612
H47 3.976 -2.236 -1.823
H48 3.366 -4.401 -0.547
H49 0.540 -3.296 -1.274
H50 1.170 -3.789 0.293
H51 -1.060 -4.778 -1.171
H52 -0.662 -5.761 0.323
H53 -0.950 -6.443 -1.232
H54 2.372 -5.017 -2.818
H55 2.610 -3.550 -3.169
C21 -0.400 0.520 4.262
C22 -1.676 0.166 3.575
C23 -2.225 -1.189 4.053
O6 -1.527 -2.340 3.616
C24 -2.271 -3.476 3.458
N6 -2.658 1.187 3.925
H56 -0.067 1.501 3.924
H57 0.378 -0.126 3.856
H58 -0.461 0.487 5.350
H59 -1.390 0.141 2.523
H60 -3.164 -1.254 3.504
H61 -2.467 -1.279 5.112
H62 -3.236 -3.304 2.983
H63 -2.479 -3.906 4.438
H64 -1.688 -4.263 2.979
H65 -3.399 0.877 3.313
H66 -2.359 2.015 3.430
C25 1.595 4.072 -2.326
O7 2.460 3.602 -1.597
N7 1.505 3.819 -3.609
N8 0.781 5.064 -1.889
H67 2.119 3.071 -3.897
H68 1.336 4.624 -4.195
H69 0.124 5.460 -2.546
H70 0.699 5.165 -0.887
C26 -1.609 1.836 -4.628
O8 -1.970 2.292 -3.593
N9 -0.531 2.127 -5.247
N10 -2.342 0.968 -5.254
H71 0.163 2.719 -4.813
H72 -0.296 1.601 -6.076
H73 -1.963 0.511 -6.071
H74 -3.218 0.683 -4.839
C27 0.748 -2.042 -4.264
O9 1.833 -2.428 -4.728
N11 -0.317 -2.788 -4.056
N12 0.623 -0.828 -3.836
H75 -1.181 -2.303 -3.862
H76 -0.294 -3.745 -4.381
H77 1.417 -0.215 -3.958
H78 -0.105 -0.737 -3.142
C28 -4.582 1.056 -0.278
O10 -5.706 1.388 0.041
N13 -3.832 0.315 0.471
N14 -3.882 1.440 -1.310
H79 -4.244 0.034 1.349
H80 -2.946 -0.031 0.132
H81 -2.983 1.030 -1.522
H82 -4.274 2.070 -1.996
C29 -0.653 0.228 -0.888
O11 -1.409 -0.435 -1.571
N15 -0.387 1.477 -1.167
N16 -0.060 -0.182 0.213
H83 -0.875 1.823 -1.981
H84 0.482 1.899 -0.872
H85 -0.214 -1.152 0.449
H86 0.611 0.368 0.730

=====

Number 1: maximum force 0.1037 hartree/bohr, energy -3183.8532 hartree. Number 2: maximum force 0.0497 hartree/bohr, energy -2311.3623 hartree. Number 3: maximum force 0.1101 hartree/bohr, energy -2860.2631 hartree.